The following is a quantum chemistry calculation of a structure of composition C12H14BF3MnN6O2, from OMol25.

Element x y z (Å)
Mn 2.191 0.953 0.038
F 1.482 -0.301 4.387
F -0.183 0.539 3.245
F 1.218 1.874 4.294
O 2.308 1.927 1.818
O 2.241 -0.290 1.677
N -2.204 -0.445 -1.895
N -1.403 -0.050 -2.961
N 1.209 2.137 -1.200
N 1.166 -0.623 -2.334
N 1.962 -0.465 -1.213
N 0.465 1.825 -2.340
C 1.125 0.730 3.596
C 2.646 -2.298 -2.309
C 2.822 -1.524 -1.154
C -2.149 -0.088 -4.107
C -3.431 -0.674 -2.378
C 0.914 4.018 -2.404
C 1.414 3.486 -1.204
C -1.730 -2.566 2.420
C -3.452 -0.477 -3.783
C 1.606 -1.702 -3.023
C 0.351 2.948 -3.093
C 1.993 0.788 2.304
B 0.132 0.396 -2.885
H 3.231 -3.152 -2.593
H 1.004 5.034 -2.739
H -0.881 -2.187 1.843
H -1.705 0.168 -5.060
H -0.068 2.885 -4.089
H 0.424 0.464 -4.072
H 3.505 -1.614 -0.325
H -4.291 -0.585 -4.443
H -4.269 -0.957 -1.753
H -2.017 -1.837 3.141
H -2.553 -2.763 1.726
H 1.154 -1.931 -3.980
H -1.438 -3.504 2.901
H 1.963 3.970 -0.415

Computed properties:
E = -65857.7245 eV
Multiplicity = 6
Energy relative to the best compared isomer or geometry (same formula, charge and spin) = 39.0 kcal per mole
E_HOMO (alpha / beta) = -8.6 / -8.6 eV
Charge = 0

Okay, here come the Mulliken numbers, in e, for every atom:
1. Mn 0.66
2. F -0.23
3. F -0.23
4. F -0.24
5. O -0.65
6. O -0.63
7. N -0.83
8. N 0.67
9. N -0.10
10. N 0.20
11. N -0.02
12. N 0.14
13. C 0.81
14. C -1.03
15. C -0.24
16. C -0.31
17. C -0.19
18. C -1.08
19. C -0.12
20. C -0.85
21. C -0.71
22. C -0.09
23. C -0.07
24. C 0.93
25. B -0.33
26. H 0.39
27. H 0.38
28. H 0.08
29. H 0.42
30. H 0.42
31. H -0.08
32. H 0.46
33. H 0.37
34. H 0.41
35. H 0.23
36. H 0.26
37. H 0.45
38. H 0.27
39. H 0.49